[1]
An isolated molecule of C17H19FN2O4S. Source: the Open Molecules 2025 dataset; level of theory: ωB97M-V with the def2-TZVPD basis set.

The gap between HOMO and LUMO comes out at 8.993 eV. Its LUMO energy is 0.54 eV. The calculation puts the energy at -1567.7195 hartree. The structure (SMILES) is COc1ccccc1CNC(=O)CN(C)S(=O)(=O)c1ccc(F)cc1. The value obtained for the energy relative to the best compared isomer or geometry (same formula, charge and spin) is 62.4 kJ/mol.

Geometry as ORCA input:
```
! wB97M-V def2-TZVPD RIJCOSX def2/J DEFGRID3
* xyz 0 1
C -3.1897 -2.2882 1.0188
O -2.5469 -1.0546 1.2432
C -2.7282 -0.0516 0.3365
C -3.5199 -0.1598 -0.8006
C -3.6701 0.9202 -1.6536
C -3.0434 2.1208 -1.3819
C -2.2514 2.2315 -0.2526
C -2.0772 1.1603 0.6060
C -1.1922 1.2875 1.8184
N 0.0946 1.8836 1.4899
C 0.8468 1.4713 0.4518
O 0.4828 0.6467 -0.3614
C 2.2248 2.1411 0.3868
N 3.1685 1.4175 -0.4232
C 2.9850 1.4289 -1.8550
S 3.7290 -0.0043 0.2444
O 3.9215 0.2631 1.6420
O 4.8534 -0.4131 -0.5432
C 2.4473 -1.2491 0.0791
C 1.6371 -1.5272 1.1628
C 0.5999 -2.4312 1.0262
C 0.4102 -3.0297 -0.2073
F -0.6048 -3.9068 -0.3546
C 1.2279 -2.7735 -1.2936
C 2.2627 -1.8679 -1.1412
H -4.2781 -2.1735 0.9961
H -2.9165 -2.9205 1.8623
H -2.8511 -2.7595 0.0928
H -4.0189 -1.0860 -1.0367
H -4.2847 0.8150 -2.5353
H -3.1652 2.9638 -2.0447
H -1.7481 3.1627 -0.0352
H -1.0436 0.2923 2.2488
H -1.6701 1.9279 2.5647
H 0.4978 2.5160 2.1617
H 2.6596 2.1894 1.3874
H 2.1207 3.1554 -0.0124
H 2.0206 1.0090 -2.1525
H 3.7973 0.8421 -2.2766
H 3.0623 2.4560 -2.2149
H 1.8334 -1.0287 2.0990
H -0.0606 -2.6641 1.8458
H 1.0449 -3.2704 -2.2332
H 2.9325 -1.6425 -1.9548
*
```

From a Mulliken analysis of the wavefunction, the atomic charges in e read:
1. C -1.096
2. O -0.356
3. C 0.707
4. C -0.485
5. C -0.736
6. C -0.906
7. C -0.151
8. C 0.557
9. C -0.895
10. N -0.161
11. C 0.950
12. O -0.637
13. C -1.407
14. N 0.143
15. C -0.918
16. S 1.279
17. O -0.746
18. O -0.708
19. C -0.243
20. C -0.203
21. C -0.244
22. C 0.334
23. F -0.397
24. C -0.775
25. C -0.379
26. H 0.463
27. H 0.258
28. H 0.376
29. H 0.417
30. H 0.389
31. H 0.397
32. H 0.423
33. H 0.312
34. H 0.416
35. H 0.282
36. H 0.459
37. H 0.383
38. H 0.323
39. H 0.364
40. H 0.304
41. H 0.549
42. H 0.427
43. H 0.463
44. H 0.468

=====

[2]
A structure of composition C5H8Cl2. Source: the Open Molecules 2025 dataset; level of theory: ωB97M-V with the def2-TZVPD basis set.

The gap between HOMO and LUMO comes out at 9.921 eV. Its LUMO energy is 0.57 eV. The calculation puts the energy at -1115.5146 hartree. The value obtained for the energy relative to the best compared isomer or geometry (same formula, charge and spin) is 500.1 kJ/mol.

Geometry as ORCA input:
```
! wB97M-V def2-TZVPD RIJCOSX def2/J DEFGRID3
* xyz 0 1
C -0.6909 -0.5626 1.7270
C -0.9304 0.1622 0.3268
C 0.3029 1.0639 -0.0400
C -0.1057 2.4285 -0.0588
C 1.4942 0.6489 -0.4392
H 0.1834 -1.2428 1.8326
H -1.5089 -1.0575 2.2904
H -0.5122 0.1088 2.4720
H -1.6667 0.8292 0.8851
H -1.4603 2.7019 0.0668
H 0.3158 2.7515 1.1888
H 0.6032 2.9467 -1.0548
H 2.2885 1.3828 -0.9969
Cl -2.0208 -0.7905 -0.7793
Cl 2.0995 -1.0252 -0.1489
*
```

From a Mulliken analysis of the wavefunction, the atomic charges in e read:
1. C -1.234
2. C -0.024
3. C 0.704
4. C -1.021
5. C -0.245
6. H 0.284
7. H 0.387
8. H 0.413
9. H 0.136
10. H 0.273
11. H 0.228
12. H 0.244
13. H 0.211
14. Cl -0.189
15. Cl -0.167

=====

[3]
An isolated molecule of C5H9ClO. Source: the Open Molecules 2025 dataset; level of theory: ωB97M-V with the def2-TZVPD basis set.

The gap between HOMO and LUMO (alpha / beta) comes out at 7.379 / 7.383 eV. Its LUMO energy (alpha / beta) is 0.38 / 0.38 eV. The calculation puts the energy at -731.1436 hartree. The value obtained for the energy relative to the best compared isomer or geometry (same formula, charge and spin) is 557.3 kJ/mol.

Geometry as ORCA input:
```
! wB97M-V def2-TZVPD RIJCOSX def2/J DEFGRID3
* xyz 0 1
C 1.0970 -1.4568 -0.0258
C -0.0466 -0.8468 0.5306
C -2.2580 0.4982 0.3913
C 2.3562 1.5039 0.0244
C -1.0144 -0.2017 -0.1607
O -0.9336 0.0535 -1.5074
Cl 2.6943 -0.1161 0.1498
H 1.4374 -2.2437 0.7746
H 1.0112 -1.5743 -1.0172
H -0.1701 -0.9811 1.5811
H -2.8356 -0.3793 0.8810
H -2.6948 0.8093 -0.5081
H -2.2274 1.3422 1.0397
H 1.6402 1.8493 0.7368
H 2.1287 2.0462 -0.9925
H -0.1846 -0.3026 -1.8975
*
```

From a Mulliken analysis of the wavefunction, the atomic charges in e read:
1. C -0.938
2. C -0.129
3. C -1.126
4. C -0.618
5. C 0.461
6. O -0.472
7. Cl 0.043
8. H 0.337
9. H 0.481
10. H 0.343
11. H 0.247
12. H 0.360
13. H 0.299
14. H 0.242
15. H 0.215
16. H 0.256

=====

[4]
A structure of composition C21H20F4N7O2S2Tb. Source: the Open Molecules 2025 dataset; level of theory: ωB97M-V with the def2-TZVPD basis set.

The gap between HOMO and LUMO (alpha / beta) comes out at 7.507 / 7.524 eV. Its LUMO energy (alpha / beta) is 0.09 / 0.11 eV. The calculation puts the energy at -3366.4013 hartree.

Geometry as ORCA input:
```
! wB97M-V def2-TZVPD RIJCOSX def2/J DEFGRID3
* xyz 0 7
Tb -0.9908 -0.6309 0.1617
C -0.8398 2.7129 1.3075
N -1.3703 1.4125 1.7275
C -2.8038 1.5464 2.0191
C -0.6625 0.9509 2.9374
C 0.7889 0.5140 2.6558
N 0.9069 0.0055 1.2936
C 1.8343 -0.9019 0.9448
C 1.8825 -1.2771 -0.4236
F 0.9537 -0.6625 -1.2573
C 2.7371 -2.1968 -0.9701
F 2.6555 -2.4689 -2.2785
C 3.6730 -2.8373 -0.1824
C 3.6803 -2.4934 1.1580
F 4.5712 -3.0884 1.9637
C 2.8158 -1.5742 1.7133
F 2.9326 -1.3361 3.0361
H -1.0023 3.4638 2.0903
H -1.3372 3.0390 0.3939
H 0.2266 2.6252 1.1066
H -2.9745 2.2556 2.8382
H -3.2193 0.5776 2.2957
H -3.3214 1.9021 1.1283
H -1.2099 0.0982 3.3358
H -0.6515 1.7444 3.6963
H 1.0502 -0.2292 3.4045
H 1.4603 1.3717 2.7799
H 4.3579 -3.5669 -0.5850
N -3.2076 -8.0158 3.6652
C -2.8532 -6.7451 3.2801
C -1.4981 -6.4153 3.1224
C -1.1313 -5.1651 2.6793
C -2.1180 -4.2277 2.3954
C -3.4590 -4.5242 2.5516
C -3.8249 -5.7763 3.0018
S -1.5359 -2.7009 1.7723
O -0.6325 -2.1064 2.7238
O -2.6318 -1.7716 1.4012
N -0.6982 -2.8907 0.4188
C -1.4720 -3.2617 -0.6599
N -2.3379 -4.2743 -0.5610
C -3.0004 -4.6099 -1.6588
C -2.8137 -3.9648 -2.8700
C -1.9555 -2.8822 -2.8534
N -1.3071 -2.4989 -1.7575
H -2.4939 -8.5867 4.0801
H -4.1403 -8.1707 4.0032
H -0.7390 -7.1550 3.3461
H -0.0899 -4.8956 2.5513
H -4.2036 -3.7735 2.3191
H -4.8735 -6.0143 3.1336
H -3.7080 -5.4247 -1.5441
H -3.3334 -4.2645 -3.7671
H -1.7866 -2.2830 -3.7407
S -2.1548 2.7812 -3.0710
C -2.0928 1.5519 -2.0710
N -2.0692 0.6501 -1.3010
*
```

From a Mulliken analysis of the wavefunction, the atomic charges in e read:
1. Tb 0.187
2. C -1.054
3. N 0.530
4. C -1.092
5. C -1.057
6. C -0.947
7. N -0.026
8. C 0.250
9. C 0.349
10. F -0.390
11. C 0.184
12. F -0.329
13. C -0.617
14. C 0.216
15. F -0.331
16. C 0.518
17. F -0.346
18. H 0.330
19. H 0.306
20. H 0.280
21. H 0.386
22. H 0.310
23. H 0.301
24. H 0.448
25. H 0.535
26. H 0.347
27. H 0.589
28. H 0.501
29. N -0.514
30. C 1.066
31. C -0.778
32. C -0.850
33. C -0.219
34. C -0.345
35. C -0.778
36. S 2.300
37. O -0.805
38. O -0.752
39. N -0.060
40. C 0.624
41. N -0.433
42. C -0.223
43. C -0.661
44. C -0.290
45. N -0.283
46. H 0.216
47. H 0.216
48. H 0.285
49. H 0.511
50. H 0.516
51. H 0.309
52. H 0.426
53. H 0.393
54. H 0.476
55. S -0.427
56. C 0.302
57. N -0.599

=====

[5]
An isolated molecule of C6H9P. Source: the Open Molecules 2025 dataset; level of theory: ωB97M-V with the def2-TZVPD basis set.

The gap between HOMO and LUMO comes out at 9.510 eV. Its LUMO energy is 0.83 eV. The calculation puts the energy at -575.2571 hartree. The structure (SMILES) is C=C[C@H]1P[C@@H]1C=C. The value obtained for the energy relative to the best compared isomer or geometry (same formula, charge and spin) is 212.8 kJ/mol.

Geometry as ORCA input:
```
! wB97M-V def2-TZVPD RIJCOSX def2/J DEFGRID3
* xyz 0 1
C 0.1856 1.5124 -2.4837
C -0.5939 0.7039 -1.7059
C -0.4364 -0.2191 -0.5975
P 1.0939 -1.3603 -0.9337
C 0.7911 -0.1141 0.4195
C 0.5324 -0.5658 1.7855
C -0.6057 -0.4905 2.4430
H -0.3784 2.0509 -3.2946
H 1.2322 1.5883 -2.4676
H -1.5982 0.7001 -2.0452
H -1.2841 -0.7106 -0.0885
H 0.7308 -2.5500 -0.3598
H 1.4775 0.7402 0.4425
H 1.4140 -0.8453 2.4021
H -0.6702 -0.9042 3.4047
H -1.6303 -0.2581 2.0447
*
```

From a Mulliken analysis of the wavefunction, the atomic charges in e read:
1. C -0.783
2. C -0.430
3. C -0.105
4. P -0.060
5. C -0.024
6. C -0.394
7. C -0.754
8. H 0.198
9. H 0.335
10. H 0.224
11. H 0.541
12. H 0.012
13. H 0.410
14. H 0.276
15. H 0.297
16. H 0.255

=====

[6]
A structure of composition CH20NO9. Source: the Open Molecules 2025 dataset; level of theory: ωB97M-V with the def2-TZVPD basis set.

The gap between HOMO and LUMO comes out at 8.963 eV. Its LUMO energy is 2.91 eV. The calculation puts the energy at -782.0251 hartree. The value obtained for the energy relative to the best compared isomer or geometry (same formula, charge and spin) is 32.5 kJ/mol.

Geometry as ORCA input:
```
! wB97M-V def2-TZVPD RIJCOSX def2/J DEFGRID3
* xyz -1 1
N 0.0133 -0.9775 -1.0353
C 1.0980 -1.9442 -1.1474
O 1.4974 -2.3164 0.1402
H 0.3768 -0.0361 -0.5690
H -0.5677 -1.3618 -0.3747
H 0.8721 -2.8602 -1.7526
H 2.1000 -1.5285 -1.5203
H -0.0690 0.3090 1.3100
H -1.1403 1.3919 1.7777
O -1.0924 0.7391 1.1429
H 0.7691 1.4944 -2.2120
H -0.2079 0.4175 -2.5205
O 0.0331 1.2889 -2.7289
H 0.1595 -1.9263 2.2137
H 0.2573 -2.9829 1.0332
O -0.1874 -2.7907 1.9399
H -1.4896 -1.6918 1.9225
H -2.0232 -0.4676 1.5153
O -2.3602 -1.3001 1.9781
H 2.1341 -0.1054 1.6495
H 1.4683 -1.3541 0.8039
O 1.3337 -0.1932 1.2648
H -2.5575 0.7194 -0.3658
H -2.2055 1.5795 -1.5830
O -2.9458 1.2083 -1.0757
H -0.6852 2.3013 -0.4120
H 0.4802 3.0684 -1.1372
O -0.4566 3.1464 -0.7928
H 1.8239 1.2735 0.3493
H 1.4852 2.7492 0.3258
O 2.0865 2.1501 -0.1398
*
```

From a Mulliken analysis of the wavefunction, the atomic charges in e read:
1. N -0.450
2. C -0.246
3. O -0.830
4. H 0.131
5. H 0.301
6. H 0.261
7. H 0.209
8. H 0.361
9. H 0.216
10. O -0.621
11. H 0.290
12. H 0.416
13. O -0.686
14. H 0.391
15. H 0.437
16. O -0.782
17. H 0.347
18. H 0.465
19. O -0.800
20. H 0.209
21. H 0.351
22. O -0.889
23. H 0.358
24. H 0.330
25. O -0.706
26. H 0.351
27. H 0.309
28. O -0.713
29. H 0.384
30. H 0.357
31. O -0.750

=====

Question: Which of these has the lowest energy?
Answer: C21H20F4N7O2S2Tb

=====

Question: Which formula does entry 5 have?
Answer: C6H9P

=====

Question: Which value of energy does entry 2 give?
Answer: -1115.5146 hartree

=====

Question: The lowest energy belongs to which entry?
Answer: C21H20F4N7O2S2Tb